Density functional theory data (wB97M-V/def2-TZVPD) for a structure of composition C8H16O16S4 in a non-equilibrium geometry.

Results
LUMO energy (eV): 0.47
Max |F| (eV/Å): 3.10
HOMO-LUMO gap (eV): 11.25
Energy above the lowest of the compared OMol25 structures with the same formula, charge and spin (kcal/mol): 6.7
DFT total energy (eV): -84652.2422
2S+1: 1

Each line ends with the Mulliken charge.
Geometry (Å):
C  2.645  -1.979  4.821  -0.440
C  3.066  -3.214  4.028  -0.288
O  2.147  -3.366  2.896  -0.371
S  1.187  -1.983  2.857  1.074
O  -0.088  -2.315  3.362  -0.586
O  1.226  -1.395  1.563  -0.543
O  2.082  -1.107  3.829  -0.101
H  3.416  -1.354  5.326  0.322
H  1.941  -2.292  5.591  0.308
H  2.975  -4.080  4.702  0.271
H  4.092  -3.293  3.627  0.270
C  -2.203  1.613  -6.683  -0.306
C  -3.088  1.118  -5.549  -0.155
O  -2.821  -0.312  -5.417  -0.296
S  -1.305  -0.616  -5.885  1.068
O  -1.432  -1.701  -6.804  -0.576
O  -0.328  -0.681  -4.842  -0.478
O  -1.004  0.796  -6.601  -0.328
H  -1.909  2.648  -6.465  0.293
H  -2.628  1.496  -7.644  0.304
H  -4.162  1.334  -5.633  0.325
H  -2.848  1.626  -4.618  0.139
C  -0.201  -0.953  -1.728  -0.101
C  0.525  0.368  -1.963  -0.235
O  0.092  1.121  -0.900  -0.293
S  -1.506  0.936  -0.830  1.150
O  -2.127  1.735  -1.833  -0.581
O  -1.862  1.041  0.537  -0.546
O  -1.509  -0.536  -1.288  -0.291
H  0.221  -1.438  -0.891  0.148
H  -0.392  -1.614  -2.607  0.268
H  0.257  0.808  -2.955  0.131
H  1.617  0.320  -1.972  0.400
C  -0.530  0.946  3.291  -0.528
C  0.515  1.723  2.517  -0.009
O  1.215  2.501  3.448  -0.371
S  1.059  1.933  4.954  1.129
O  0.277  2.866  5.685  -0.562
O  2.301  1.410  5.459  -0.542
O  0.101  0.664  4.535  -0.358
H  -0.870  0.047  2.839  0.382
H  -1.373  1.642  3.492  0.411
H  0.057  2.453  1.841  0.305
H  1.171  1.082  1.909  0.186



Density functional theory data (wB97M-V/def2-TZVPD) for a cluster of 4 separate species, C8H16O16S4 in total in a non-equilibrium geometry.

Results
LUMO energy (eV): 0.09
Max |F| (eV/Å): 4.46
HOMO-LUMO gap (eV): 11.30
SMILES string: O=S1(=O)OCCO1.O=S1(=O)OCCO1.O=S1(=O)OCCO1.O=S1(=O)OCCO1
Energy above the lowest of the compared OMol25 structures with the same formula, charge and spin (kcal/mol): 63.8
DFT total energy (eV): -84649.7651
2S+1: 1

Each line ends with the Mulliken charge.
Geometry (Å):
O  5.887  0.525  0.755  -0.505
S  5.426  -0.533  -0.152  1.026
O  6.318  -1.589  -0.607  -0.504
O  3.964  -1.206  0.377  -0.385
C  2.930  -1.080  -0.536  -0.213
C  3.248  0.293  -1.269  -0.046
O  4.660  0.125  -1.479  -0.381
H  2.827  -1.958  -1.174  0.342
H  2.043  -0.981  0.090  0.233
H  3.041  1.212  -0.720  0.243
H  2.799  0.294  -2.262  0.206
O  0.168  3.108  0.412  -0.565
S  0.064  2.276  1.593  1.193
O  -0.414  0.893  1.477  -0.440
O  1.438  2.447  2.500  -0.312
C  1.293  3.083  3.770  -0.243
C  -0.074  3.857  3.529  -0.555
O  -0.832  2.954  2.824  -0.348
H  1.136  2.443  4.638  0.289
H  2.011  3.833  4.102  0.327
H  0.148  4.654  2.819  0.311
H  -0.570  4.416  4.322  0.357
O  -2.798  -5.132  0.690  -0.552
S  -2.483  -3.799  0.166  1.103
O  -1.295  -3.652  -0.681  -0.493
O  -3.731  -2.972  -0.466  -0.290
C  -4.565  -2.523  0.491  -0.375
C  -3.552  -1.930  1.467  -0.344
O  -2.402  -2.699  1.449  -0.293
H  -5.276  -1.735  0.246  0.362
H  -5.084  -3.306  1.044  0.314
H  -4.017  -1.834  2.449  0.347
H  -3.323  -0.900  1.196  0.236
O  0.801  1.610  -4.667  -0.527
S  -0.445  1.220  -4.026  1.026
O  -1.585  2.058  -4.407  -0.539
O  -0.801  -0.380  -4.119  -0.401
C  -1.394  -0.859  -2.972  -0.155
C  -0.592  -0.152  -1.907  0.158
O  -0.230  1.091  -2.409  -0.179
H  -2.446  -0.617  -2.824  0.321
H  -1.387  -1.945  -3.075  0.260
H  0.311  -0.686  -1.609  -0.147
H  -1.216  0.077  -1.044  0.143



Q: max |F| of number 1 (C8H16O16S4)?
A: 3.10 eV/Å



Q: The lowest LUMO energy belongs to which entry?
A: number 2



Q: The highest LUMO energy belongs to which entry?
A: number 1